# 1
{"formula": "C6H26NO8", "method": "wB97M-V/def2-TZVPD", "species": ["N", "H", "H", "H", "H", "O", "H", "O", "H", "O", "C", "C", "O", "H", "H", "H", "H", "C", "O", "H", "H", "H", "H", "C", "O", "H", "H", "H", "H", "C", "O", "H", "H", "H", "H", "C", "O", "H", "H", "H", "H"], "positions_angstrom": [[-0.035, -0.501, -0.089], [0.542, -1.081, -0.680], [0.442, 0.312, 0.273], [-0.265, -1.075, 0.709], [-0.887, -0.296, -0.592], [0.019, -1.878, 2.239], [-0.415, -2.737, 2.069], [1.450, -2.632, -0.885], [0.556, -2.567, -1.273], [3.269, -0.679, 2.189], [3.501, 0.582, 1.589], [2.378, 1.724, 1.828], [0.979, 1.390, 1.766], [3.771, 0.423, 0.545], [4.472, 0.911, 1.959], [2.560, 2.461, 1.045], [2.638, 2.222, 2.762], [-2.217, 2.894, 1.363], [-0.957, 3.359, 0.928], [-2.435, 3.438, 2.282], [-2.823, 3.055, 0.471], [-2.128, 1.819, 1.521], [-0.308, 2.662, 1.050], [2.616, 0.583, -2.842], [1.570, -0.268, -2.531], [3.393, -0.059, -3.257], [2.355, 1.323, -3.599], [3.056, 0.920, -1.904], [1.925, -0.993, -2.011], [-2.551, -3.219, 0.805], [-2.516, -2.123, 1.733], [-1.987, -4.006, 1.305], [-3.576, -3.584, 0.742], [-2.049, -3.124, -0.158], [-1.572, -2.008, 1.860], [-2.438, 0.830, -2.165], [-2.300, -0.558, -1.838], [-2.635, 1.325, -1.214], [-1.504, 1.222, -2.566], [-3.271, 1.007, -2.845], [-2.624, -1.070, -2.583]], "forces_ev_per_a": [[-1.34, 0.56, -1.24], [1.17, -0.61, 0.08], [0.85, 1.10, 1.12], [0.45, -1.01, 2.17], [0.17, 0.21, 0.08], [-1.83, -0.68, -0.43], [1.44, -0.38, 0.34], [-0.41, 0.41, -1.42], [0.37, -0.73, -0.04], [0.58, 2.12, -0.64], [-1.56, -2.84, 2.08], [-1.26, -1.41, -0.90], [1.28, 0.68, -0.69], [-0.59, 0.23, -1.49], [0.80, 1.41, 0.64], [0.55, 0.75, -0.62], [0.05, 0.07, 0.77], [1.80, -0.29, -0.89], [-0.55, 1.29, -0.55], [-0.90, -0.12, -0.02], [-1.17, 0.22, 0.53], [-0.38, -0.11, 0.44], [1.77, -1.23, 0.83], [1.10, -1.22, 0.50], [-1.53, 0.84, -1.13], [0.64, 0.17, -0.60], [-0.21, 0.30, 0.35], [0.00, 1.05, -0.10], [-0.08, -1.47, 0.97], [0.14, -0.10, 1.93], [-3.04, -0.93, -2.15], [0.10, -0.63, -0.14], [-0.21, 0.11, -0.44], [-0.23, 0.68, -0.25], [2.36, 1.50, 1.20], [0.21, -0.33, 0.66], [-0.73, 0.23, -0.63], [-0.02, 0.21, -0.12], [0.01, 0.03, -0.15], [-0.06, 0.06, -0.11], [0.26, -0.14, 0.06]], "nbo_charge": [-0.930, 0.440, 0.465, 0.465, 0.368, -1.155, 0.348, -1.254, 0.357, -0.948, -0.079, -0.075, -1.008, 0.053, 0.044, 0.060, 0.074, -0.263, -0.804, 0.146, 0.132, 0.204, 0.532, -0.258, -0.783, 0.129, 0.134, 0.195, 0.526, -0.269, -0.784, 0.154, 0.128, 0.167, 0.488, -0.265, -0.717, 0.198, 0.188, 0.137, 0.460], "orbital_gap_ev": 2.1, "relative_energy_ev": 2.058, "total_charge": -3, "homo_energy_ev": 4.5696, "lumo_energy_ev": 6.62}

=====

# 2
{"formula": "C21H26N4O5S", "method": "wB97M-V/def2-TZVPD", "species": ["C", "H", "H", "H", "C", "N", "S", "O", "O", "C", "C", "C", "C", "C", "C", "H", "H", "C", "O", "N", "H", "C", "C", "O", "N", "N", "C", "C", "C", "C", "C", "C", "C", "O", "C", "H", "H", "H", "H", "H", "H", "H", "H", "H", "H", "H", "H", "H", "C", "C", "H", "H", "H", "H", "H", "H", "H"], "positions_angstrom": [[-5.340, 0.740, 1.874], [-4.796, 0.605, 2.804], [-6.334, 0.314, 1.983], [-4.820, 0.223, 1.071], [-5.446, 2.228, 1.561], [-4.130, 2.791, 1.307], [-3.217, 3.235, 2.631], [-3.703, 2.518, 3.771], [-3.075, 4.662, 2.738], [-1.623, 2.562, 2.149], [-0.562, 3.412, 1.902], [0.660, 2.888, 1.515], [0.811, 1.510, 1.382], [-0.263, 0.666, 1.661], [-1.484, 1.192, 2.039], [-2.327, 0.559, 2.261], [-0.115, -0.400, 1.578], [2.099, 0.874, 0.985], [2.403, -0.254, 1.346], [2.908, 1.618, 0.200], [2.555, 2.462, -0.222], [4.186, 1.125, -0.270], [4.028, 0.224, -1.512], [4.374, 0.565, -2.617], [3.445, -0.958, -1.191], [3.159, -1.887, -2.123], [2.553, -2.944, -1.755], [2.220, -3.985, -2.700], [2.582, -3.873, -4.042], [2.270, -4.866, -4.946], [1.588, -5.992, -4.515], [1.217, -6.128, -3.188], [1.524, -5.133, -2.267], [1.194, -5.183, -0.947], [0.509, -6.311, -0.459], [0.365, -6.128, 0.605], [1.095, -7.226, -0.591], [-0.467, -6.430, -0.940], [0.686, -7.016, -2.881], [1.340, -6.778, -5.213], [2.556, -4.769, -5.982], [3.113, -2.984, -4.342], [2.260, -3.104, -0.712], [3.160, -1.119, -0.214], [4.819, 1.972, -0.534], [4.647, 0.551, 0.538], [1.495, 3.554, 1.352], [-0.711, 4.473, 2.027], [-3.946, 3.630, 0.144], [-4.737, 4.936, 0.179], [-4.449, 5.506, 1.058], [-4.523, 5.520, -0.712], [-5.806, 4.741, 0.220], [-4.214, 3.043, -0.741], [-2.877, 3.851, 0.098], [-5.920, 2.745, 2.402], [-6.057, 2.379, 0.669]], "forces_ev_per_a": [[-0.18, 0.21, -0.05], [0.01, -0.10, 0.05], [-0.09, -0.12, 0.04], [0.03, -0.07, -0.09], [-0.24, -0.47, 0.47], [0.60, 0.25, 0.95], [0.13, -0.17, -0.47], [-0.10, -0.26, -0.10], [0.16, -0.11, -0.22], [-0.29, 0.37, 0.13], [-0.14, 0.19, 0.05], [0.03, -0.26, -0.04], [-0.30, 0.10, 0.18], [0.04, 0.05, 0.00], [0.06, -0.12, 0.01], [-0.09, -0.18, -0.01], [0.00, -0.07, 0.01], [0.09, 0.24, -0.12], [-0.04, -0.20, 0.18], [0.03, 0.23, -0.09], [-0.07, -0.08, 0.07], [0.13, -0.26, -0.14], [0.15, 0.34, 0.22], [0.08, 0.11, -0.15], [-0.30, -0.49, 0.95], [-0.03, -0.27, -0.79], [0.16, 0.65, 0.85], [-0.23, -0.61, -0.40], [-0.10, -0.09, 0.27], [-0.03, -0.09, -0.12], [0.05, 0.09, -0.03], [-0.12, -0.14, 0.22], [0.20, 0.28, -0.27], [0.18, 0.27, -0.15], [-0.12, -0.19, 0.10], [-0.01, -0.06, -0.08], [-0.03, 0.04, -0.01], [0.05, 0.00, 0.01], [-0.04, -0.05, 0.06], [-0.02, -0.06, -0.05], [0.03, 0.02, -0.09], [0.07, 0.10, -0.06], [0.06, 0.08, -0.05], [0.13, 0.19, -0.38], [-0.06, -0.16, -0.03], [0.00, 0.13, -0.06], [0.06, 0.06, -0.01], [0.05, 0.12, 0.00], [0.09, 0.46, -0.34], [0.14, -0.19, 0.03], [-0.05, 0.10, -0.03], [-0.04, 0.08, -0.10], [-0.13, 0.02, -0.03], [0.13, 0.00, 0.09], [-0.02, 0.01, -0.27], [-0.17, -0.02, -0.18], [0.11, 0.13, 0.05]], "nbo_charge": [-0.616, 0.228, 0.212, 0.203, -0.219, -0.699, 2.329, -0.937, -0.944, -0.309, -0.185, -0.219, -0.053, -0.176, -0.184, 0.237, 0.239, 0.648, -0.646, -0.590, 0.408, -0.317, 0.651, -0.577, -0.468, -0.209, 0.042, -0.172, -0.143, -0.245, -0.177, -0.333, 0.401, -0.516, -0.252, 0.201, 0.178, 0.177, 0.218, 0.213, 0.216, 0.238, 0.178, 0.407, 0.232, 0.231, 0.219, 0.248, -0.212, -0.635, 0.238, 0.214, 0.202, 0.202, 0.207, 0.207, 0.205], "orbital_gap_ev": 8.0, "relative_energy_ev": 3.343, "homo_energy_ev": -8.1368, "lumo_energy_ev": -0.15, "smiles": "CCN(CC)S(=O)(=O)c1ccc(C(=O)NCC(=O)N/N=C/c2ccccc2OC)cc1"}